(1)
C47H48N2O3V | the ωB97M-V functional and the def2-TZVPD basis

Structure (ORCA input):
```
! wB97M-V def2-TZVPD RIJCOSX def2/J DEFGRID3
* xyz -2 4
C -1.747 -3.409 3.081
C -1.278 -0.921 -6.654
H -4.540 1.058 4.025
C -0.012 2.361 2.491
H 2.792 3.057 -1.240
H 2.141 2.686 0.352
C -3.059 -3.588 3.505
N 0.416 -0.084 2.340
C -2.294 1.692 1.560
C -1.505 5.636 -0.689
C 0.346 -5.459 1.463
H 0.644 -1.058 -7.590
C 0.399 -0.261 -1.927
H -3.259 -3.820 4.545
C -1.309 3.872 0.956
H 3.585 3.734 0.188
C -1.773 4.766 1.920
H 0.736 -7.564 1.595
H -0.120 1.897 5.042
H 4.698 2.273 -2.822
C 0.136 0.036 -4.405
C -4.105 1.064 3.032
C 0.098 -0.788 -6.692
H -1.402 5.965 -1.718
C 0.432 2.030 -2.964
C 0.306 -0.228 5.231
H -2.445 0.983 -0.445
H 1.695 -7.707 -0.688
H 2.798 0.813 -2.357
C 0.804 -6.675 0.976
H -2.293 -2.624 -0.143
C 3.922 1.625 -0.093
H 0.852 2.671 -3.751
C 0.171 1.017 3.146
H -4.645 -2.983 0.582
H 0.942 2.737 2.106
C -1.957 6.520 0.281
C -1.462 -3.081 1.760
H 0.981 -3.486 -1.182
O -0.326 1.840 0.186
C 2.356 0.491 -3.299
H -3.031 -0.689 -5.429
C 5.765 0.337 -0.976
C -1.185 4.327 -0.354
H -0.830 3.620 -1.091
H -2.449 6.752 2.360
H -1.773 0.112 -3.458
C -2.525 -2.924 0.872
H -2.205 7.544 0.022
H 2.734 1.130 -4.111
O 3.633 0.694 0.629
C -3.832 -3.117 1.288
H -1.905 4.436 2.943
H 0.341 -1.323 -2.228
C 0.794 -0.313 -5.581
C 5.293 2.536 -1.939
C 1.339 -6.757 -0.304
C 0.949 -4.395 -0.594
C 0.656 -1.253 3.054
C 0.097 0.973 4.513
H 5.366 -0.239 -1.819
H -4.622 -0.148 -0.082
C -4.150 0.387 0.734
H 1.820 -5.664 -2.087
H 6.832 0.506 -1.135
C 0.828 0.555 -3.149
H -1.821 -1.294 -7.515
N 5.090 1.614 -0.841
C 0.414 -4.304 0.687
H 1.871 -0.224 -5.641
H 5.613 -0.242 -0.070
C -1.953 -0.578 -5.484
O -0.025 -2.035 0.164
H -2.395 2.190 3.648
H 6.348 2.516 -2.218
H 0.266 -0.281 6.311
C 0.616 -1.342 4.420
H -0.328 3.060 3.270
C -2.091 6.076 1.590
H -0.943 -3.497 3.800
H -5.132 -3.578 2.941
C -4.108 -3.450 2.609
H 5.046 3.554 -1.644
V 0.257 -0.086 0.018
H -0.654 2.137 -2.972
H 1.172 -3.306 2.987
C 0.995 -2.493 2.276
C -2.935 1.023 0.522
C -2.894 1.709 2.816
H 2.687 -0.536 -3.472
C 1.408 -5.612 -1.085
C -4.740 0.403 1.990
H 0.827 -2.307 4.873
C 3.060 2.858 -0.202
H -0.083 -5.410 2.457
H 0.772 2.365 -1.985
C -1.257 -0.114 -4.384
C -0.956 2.399 1.270
H -5.671 -0.124 2.164
H 1.923 -2.351 1.708
C -0.039 -2.917 1.205
*
```

As for the largest force on an atom: 0.0161 Eh/bohr. Its expectation value of S² is 4.084. The value obtained for the HOMO energy (alpha / beta) is 1.3719 / -0.5833 eV. For the gap between HOMO and LUMO (alpha / beta), the calculation gives 0.10918 / 0.18124 hartree.

Here are the Löwdin charges for atoms 1 to 99, given in e:
1 C -0.04
2 C -0.14
3 H 0.09
4 C -0.08
5 H 0.07
6 H 0.06
7 C -0.10
8 N 0.07
9 C -0.12
10 C -0.10
11 C -0.04
12 H 0.08
13 C -0.17
14 H 0.09
15 C -0.11
16 H 0.09
17 C -0.04
18 H 0.09
19 H 0.09
20 H 0.08
21 C -0.18
22 C -0.09
23 C -0.12
24 H 0.09
25 C -0.07
26 C -0.14
27 H 0.10
28 H 0.08
29 H 0.05
30 C -0.11
31 H 0.12
32 C -0.51
33 H 0.08
34 C -0.30
35 H 0.09
36 H 0.11
37 C -0.13
38 C -0.12
39 H 0.11
40 O -0.31
41 C -0.09
42 H 0.09
43 C -0.06
44 C -0.01
45 H 0.09
46 H 0.09
47 H 0.11
48 C -0.01
49 H 0.08
50 H 0.07
51 O 0.06
52 C -0.11
53 H 0.10
54 H 0.01
55 C -0.05
56 C -0.08
57 C -0.13
58 C -0.01
59 C -0.29
60 C -0.11
61 H 0.09
62 H 0.09
63 C -0.10
64 H 0.09
65 H 0.08
66 C -0.60
67 H 0.08
68 N -0.17
69 C -0.12
70 H 0.09
71 H 0.08
72 C -0.10
73 O -0.32
74 H 0.10
75 H 0.08
76 H 0.05
77 C -0.12
78 H 0.09
79 C -0.11
80 H 0.09
81 H 0.08
82 C -0.13
83 H 0.08
84 V 0.89
85 H 0.07
86 H 0.10
87 C -0.08
88 C -0.02
89 C -0.03
90 H 0.08
91 C -0.10
92 C -0.12
93 H 0.09
94 C 0.01
95 H 0.10
96 H 0.04
97 C -0.04
98 C -0.50
99 H 0.09



(2)
C12H13BN8Tc | the ωB97M-V functional and the def2-TZVPD basis

Structure (ORCA input):
```
! wB97M-V def2-TZVPD RIJCOSX def2/J DEFGRID3
* xyz 3 3
H 1.099 -3.109 -3.109
C -2.193 -2.347 1.223
C -0.804 2.233 -0.988
N -1.515 0.282 -1.663
H 3.767 2.236 2.236
C -2.193 1.223 -2.347
N -1.515 -1.663 0.282
C 0.566 1.892 1.892
C 2.404 -1.012 -1.012
N 0.431 -1.663 -1.663
C -1.768 2.471 -1.943
C 1.341 -2.364 -2.364
Tc -1.469 -1.617 -1.617
B 0.235 0.078 0.078
C -1.768 -1.943 2.471
C 2.603 -1.975 -1.975
N -0.680 -0.844 0.899
N -0.680 0.899 -0.844
H -2.118 3.430 -2.302
N 1.076 1.008 1.008
N 1.073 -0.843 -0.843
N 2.397 1.063 1.063
H -0.489 2.064 2.064
H 3.547 -2.348 -2.348
H -3.137 -1.617 -1.617
C 2.746 1.982 1.982
C -0.804 -0.988 2.233
H -0.244 2.985 -0.448
C 1.607 2.528 2.528
H 1.545 3.292 3.292
H -2.949 1.011 -3.092
H -2.949 -3.092 1.011
H -2.118 -2.302 3.430
H 3.199 -0.499 -0.499
H -0.244 -0.448 2.985
*
```

As for the largest force on an atom: 0.0888 Eh/bohr. Its expectation value of S² is 2.046. The value obtained for the HOMO energy (alpha / beta) is -19.8695 / -20.1422 eV. For the gap between HOMO and LUMO (alpha / beta), the calculation gives 0.22146 / 0.21409 hartree.

Atomic charges from the Löwdin analysis, expressed in e, are listed below:
1 H 0.15
2 C -0.02
3 C 0.03
4 N -0.17
5 H 0.16
6 C -0.02
7 N -0.17
8 C 0.05
9 C 0.06
10 N -0.19
11 C 0.04
12 C -0.01
13 Tc 1.57
14 B -0.59
15 C 0.04
16 C 0.06
17 N 0.02
18 N 0.02
19 H 0.15
20 N 0.05
21 N 0.04
22 N 0.22
23 H 0.18
24 H 0.15
25 H -0.02
26 C 0.02
27 C 0.03
28 H 0.15
29 C 0.09
30 H 0.16
31 H 0.15
32 H 0.15
33 H 0.15
34 H 0.14
35 H 0.15



(3)
C4H9N | the ωB97M-V functional and the def2-TZVPD basis

Structure (ORCA input):
```
! wB97M-V def2-TZVPD RIJCOSX def2/J DEFGRID3
* xyz 0 1
H -0.889 0.263 1.603
H 3.112 -1.191 0.363
H -2.087 1.033 0.428
C 1.154 -0.267 -0.409
H 0.354 1.897 -0.118
C -1.151 0.448 0.499
H 0.503 -1.173 -0.582
C 2.411 -0.336 0.324
H -0.389 0.558 -1.413
H 2.808 0.553 0.410
N -1.490 -0.981 -0.044
C 0.056 0.872 -0.433
H -2.451 -1.009 0.321
H -1.942 -0.666 -0.949
*
```

As for the largest force on an atom: 0.1546 Eh/bohr. The value obtained for the HOMO energy is -9.0909 eV. For the gap between HOMO and LUMO, the calculation gives 0.37158 hartree. The SMILES is C=CCCN. The calculation puts the energy relative to the best compared isomer or geometry (same formula, charge and spin) at 304.0 kJ/mol.

Atomic charges from the Löwdin analysis, expressed in e, are listed below:
1 H 0.12
2 H 0.05
3 H 0.10
4 C -0.13
5 H 0.11
6 C -0.26
7 H 0.07
8 C 0.03
9 H 0.10
10 H -0.04
11 N -0.07
12 C -0.20
13 H 0.05
14 H 0.07



(4)
C4H4ClF | the ωB97M-V functional and the def2-TZVPD basis

Structure (ORCA input):
```
! wB97M-V def2-TZVPD RIJCOSX def2/J DEFGRID3
* xyz 0 3
C 0.332 1.149 -0.504
Cl 2.024 -1.037 -0.001
H 0.320 1.679 -1.513
C -1.299 -0.004 1.111
H -2.078 0.396 1.748
C -0.664 -0.873 0.398
F 1.250 1.817 0.284
H -0.751 -1.976 0.502
C 0.441 -0.370 -0.523
H 0.426 -0.782 -1.501
*
```

As for the largest force on an atom: 0.0725 Eh/bohr. Its expectation value of S² is 2.015. The value obtained for the HOMO energy (alpha / beta) is -8.2338 / -10.4104 eV. For the gap between HOMO and LUMO (alpha / beta), the calculation gives 0.33716 / 0.34707 hartree. The calculation puts the energy relative to the best compared isomer or geometry (same formula, charge and spin) at 10.3 kJ/mol.

Atomic charges from the Löwdin analysis, expressed in e, are listed below:
1 C -0.12
2 Cl 0.60
3 H 0.13
4 C 0.14
5 H 0.06
6 C -0.25
7 F -0.04
8 H 0.11
9 C -0.68
10 H 0.07